{"formula": "C15H19BrN7O2SV", "method": "ωB97M-V/def2-TZVPD", "fmax_ha_per_bohr": 0.019, "charge": 1, "multiplicity": 4, "homo_lumo_gap_ev": [7.17, 7.64], "relative_energy_kcal_mol": 0.0, "lumo_ha": [-0.098, -0.104], "homo_energy_ev": [-9.83, -10.47], "total_energy_ha": -5032.8722, "symbols": ["V", "C", "C", "N", "N", "C", "N", "S", "C", "C", "C", "C", "C", "N", "H", "H", "H", "H", "H", "H", "H", "H", "H", "C", "O", "C", "O", "N", "N", "H", "H", "H", "H", "H", "H", "Br", "C", "C", "C", "C", "N", "C", "H", "H", "H", "H"], "positions_angstrom": [[-0.2993, 0.3278, -0.3193], [1.7011, -3.5080, -0.6293], [1.1350, -2.1739, -0.2796], [0.1964, -1.5760, -0.9217], [-0.3497, -2.2101, -2.0203], [-1.2425, -1.4609, -2.6436], [-1.7770, -2.0241, -3.7443], [-1.8224, 0.1510, -2.2687], [1.6619, -1.4347, 0.9111], [2.5943, -2.0227, 1.7523], [3.0565, -1.3200, 2.8545], [2.5701, -0.0461, 3.0868], [1.6379, 0.4709, 2.2053], [1.1841, -0.1915, 1.1415], [1.2972, -3.8429, -1.5784], [1.4551, -4.2490, 0.1357], [2.7893, -3.4592, -0.6942], [-1.4406, -2.9235, -4.0420], [-2.4156, -1.5045, -4.3159], [2.9543, -3.0194, 1.5466], [3.7836, -1.7650, 3.5204], [2.8972, 0.5430, 3.9315], [1.2288, 1.4638, 2.3524], [2.3811, 4.2516, -2.8078], [2.2445, 2.8340, -2.5964], [1.3229, 2.3650, -1.7815], [1.2718, 1.1751, -1.5313], [0.4606, 3.2565, -1.1998], [-0.5759, 2.7013, -0.4189], [3.2909, 4.3689, -3.3842], [2.4792, 4.7721, -1.8562], [1.5377, 4.6257, -3.3893], [0.2947, 4.1565, -1.6192], [-1.4326, 2.6866, -0.9693], [-0.7146, 3.3052, 0.3836], [-4.3045, 2.0104, 3.4542], [-3.5800, 0.5692, 2.5035], [-4.1547, -0.6913, 2.5437], [-3.5697, -1.7046, 1.8057], [-2.4435, -1.4285, 1.0492], [-1.8855, -0.2152, 1.0202], [-2.4418, 0.7581, 1.7413], [-5.0424, -0.8709, 3.1349], [-3.9843, -2.7025, 1.7994], [-1.9771, -2.1814, 0.4275], [-1.9725, 1.7334, 1.7100]], "atomic_forces_ev_per_a": [[0.1, 0.8, -0.6], [0.0, -0.1, -0.1], [0.3, 0.2, 0.5], [-0.3, -0.5, -0.4], [0.1, 0.6, 0.6], [0.0, 0.0, -0.3], [0.0, 0.0, 0.1], [0.2, -0.3, 0.1], [-0.2, -0.3, -0.4], [0.1, 0.1, 0.1], [0.0, -0.1, -0.1], [0.0, 0.1, 0.0], [-0.1, 0.1, -0.1], [0.2, -0.3, 0.1], [0.0, 0.0, 0.0], [0.0, 0.0, 0.0], [0.0, 0.0, 0.0], [0.0, 0.0, 0.0], [0.0, 0.0, 0.0], [0.0, 0.0, 0.0], [0.0, 0.0, 0.0], [0.0, 0.0, 0.0], [0.0, 0.0, 0.0], [0.0, -0.2, 0.0], [0.0, 0.1, 0.0], [-0.1, 0.0, 0.1], [0.1, -0.2, 0.0], [0.1, -0.1, 0.0], [-0.1, 0.0, -0.1], [0.0, 0.0, 0.0], [0.0, 0.0, 0.0], [0.0, 0.1, 0.0], [0.0, 0.0, 0.0], [-0.1, 0.0, 0.1], [0.0, 0.0, 0.0], [-0.1, 0.1, 0.1], [0.1, -0.2, -0.1], [-0.1, 0.0, 0.1], [0.1, 0.0, -0.1], [0.0, 0.0, 0.0], [-0.1, 0.0, 0.1], [-0.1, 0.0, 0.1], [0.0, 0.0, 0.0], [0.0, 0.0, 0.0], [0.0, 0.0, 0.0], [0.0, 0.0, 0.0]], "lowdin_spin": [2.726, 0.007, 0.047, -0.006, 0.001, 0.003, -0.002, 0.014, 0.016, 0.002, 0.014, 0.003, 0.018, 0.017, 0.000, 0.002, 0.002, 0.000, 0.000, 0.000, 0.001, 0.000, 0.002, 0.000, 0.003, 0.008, 0.020, 0.004, 0.023, 0.000, 0.000, 0.000, 0.000, 0.004, 0.003, -0.001, 0.000, 0.014, -0.001, 0.015, 0.017, 0.020, 0.001, 0.000, 0.001, 0.003]}